*P*
Entry from the Open Molecules 2025 dataset: a structure of composition C2H8O2 (ωB97M-V/def2-TZVPD).

Output
- LUMO level: -1.3359 eV
- 2S+1: 1
- Total charge: 0

Each line ends with the Mulliken charge.
Geometry (Å):
C  0.93464  -1.28638  -1.12391  -0.34
C  -0.11189  -1.48160  -0.27868  -0.48
H  1.04680  -0.34551  -1.70189  0.31
H  1.71973  -2.01347  -1.24690  0.27
H  -1.08602  -1.01565  -0.47919  0.28
H  -0.09255  -2.36740  0.33747  0.27
H  -1.49195  1.35563  2.09114  0.20
H  0.56860  2.27647  -0.13098  0.29
O  -0.92180  0.76051  1.60229  -0.86
H  1.05332  -0.20082  0.41703  0.44
H  -0.48323  1.12149  0.43134  0.42
O  0.19226  1.47365  -0.54378  -0.79

=====

*Q*
Entry from the Open Molecules 2025 dataset: a cluster of 3 separate species, C2H8O2 in total (ωB97M-V/def2-TZVPD).

Output
- SMILES: C=C.O.O
- LUMO level: 0.5398 eV
- 2S+1: 1
- Total charge: 0

Each line ends with the Mulliken charge.
Geometry (Å):
C  -1.11056  -0.05594  0.04894  -0.26
C  -2.43225  0.30603  -0.03141  -0.61
H  -0.65151  -0.31712  1.09615  0.10
H  -0.47583  -0.01437  -0.77050  0.20
H  -3.03074  0.23134  0.78219  0.28
H  -2.80273  0.83580  -0.79411  0.29
O  1.94826  -1.77508  0.07668  -0.63
H  1.47359  -2.01104  0.86468  0.31
H  1.72150  -1.11669  -0.52689  0.33
O  1.70414  0.91735  -0.43057  -0.65
H  1.63042  1.88252  -0.80391  0.31
H  2.02571  1.11719  0.48876  0.32

=====

The structure with the most favorable energy is *Q*; the runner-up is 93.1 kcal/mol above it.

=====

*P*
Entry from the Open Molecules 2025 dataset: the molecule C5H9N3O (ωB97M-V/def2-TZVPD).

Output
- SMILES: [H]/N=C(C(=C)N)/C(C)=N\O
- LUMO level: 0.2054 eV
- 2S+1: 1
- Total charge: 0

Each line ends with the Mulliken charge.
Geometry (Å):
H  -2.37234  0.88278  0.43738  0.27
N  -1.43395  1.23361  0.61528  -0.74
C  -0.49375  0.45173  0.24590  0.87
C  -0.77402  -0.86511  -0.38841  0.53
C  -0.34898  -2.00920  0.14911  -1.22
N  -1.67119  -0.79791  -1.44549  -0.53
C  0.90195  0.87402  0.45595  0.41
C  2.00658  0.11085  -0.20840  -1.12
N  1.26727  1.88290  1.14988  -0.52
O  0.39093  2.68082  1.76607  -0.37
H  0.23993  -2.02397  1.04652  0.33
H  -0.63142  -2.96126  -0.26647  0.26
H  -1.61232  0.02562  -2.02514  0.24
H  -1.78174  -1.65456  -1.96575  0.23
H  1.81379  0.01353  -1.27566  0.27
H  2.93878  0.64651  -0.05608  0.38
H  2.09904  -0.88896  0.20900  0.26
H  -0.53854  2.39859  1.55632  0.44

=====

*Q*
Entry from the Open Molecules 2025 dataset: the molecule C5H9N3O (ωB97M-V/def2-TZVPD).

Output
- SMILES: C[C@H]1CN1/C=N\C(N)=O
- LUMO level: 0.8667 eV
- 2S+1: 1
- Total charge: 0

Each line ends with the Mulliken charge.
Geometry (Å):
C  0.10399  -1.77383  2.31444  -1.44
C  0.52544  -1.24981  1.02802  0.55
C  -0.46699  -1.16604  -0.06237  -0.58
N  -0.00788  0.05397  0.65164  -0.33
C  0.85669  0.97213  0.08084  0.05
N  0.74011  1.68860  -0.95239  -0.50
C  -0.23984  1.44879  -1.89166  0.58
N  -0.98857  2.60179  -2.20035  -0.47
O  -0.33960  0.40527  -2.51448  -0.60
H  0.60144  -1.32511  3.20146  0.29
H  -1.00338  -1.74918  2.43172  0.32
H  0.36008  -2.82280  2.39100  0.36
H  1.63435  -1.41058  0.83608  0.39
H  -1.48047  -1.48627  0.22655  0.21
H  -0.19134  -1.36035  -1.13558  0.27
H  1.78981  1.08368  0.71338  0.37
H  -1.26554  2.64118  -3.26196  0.29
H  -0.62830  3.44859  -1.85631  0.25

=====

*R*
Entry from the Open Molecules 2025 dataset: the molecule C5H9N3O (ωB97M-V/def2-TZVPD).

Output
- SMILES: CN(C)n1ccc(=O)[nH]1
- LUMO level: 0.7202 eV
- 2S+1: 1
- Total charge: 0

Each line ends with the Mulliken charge.
Geometry (Å):
C  -1.30595  0.41171  1.13570  -0.98
N  -1.17488  0.17424  -0.23988  -0.29
C  -1.76918  -1.07549  -0.80589  -0.93
N  0.18020  0.20151  -0.52283  0.33
C  0.91633  1.38717  -0.56336  -0.55
C  2.17516  1.15269  -0.09040  -0.66
C  2.29885  -0.27958  0.11606  0.56
O  3.24161  -0.96677  0.38579  -0.65
N  1.01534  -0.81563  -0.10021  -0.18
H  -0.75822  -0.34632  1.69773  0.37
H  -0.92501  1.37650  1.24124  0.30
H  -2.31343  0.58488  1.30782  0.45
H  -2.76810  -0.99462  -1.02160  0.38
H  -1.16926  -1.30136  -1.78241  0.32
H  -1.66497  -1.94918  -0.25060  0.39
H  0.38573  2.26343  -0.59457  0.58
H  2.98769  1.81910  -0.09040  0.44
H  0.64809  -1.64228  0.17780  0.13

=====

*S*
Entry from the Open Molecules 2025 dataset: the molecule C5H9N3O (ωB97M-V/def2-TZVPD).

Output
- LUMO level: 0.3328 eV
- 2S+1: 1
- Total charge: 0

Each line ends with the Mulliken charge.
Geometry (Å):
C  0.72657  -0.50513  -1.79813  -0.88
C  1.29050  0.90316  2.18553  -1.24
N  -1.31492  -0.68768  -0.36606  -0.16
C  -1.08562  0.22347  0.66907  0.65
C  -0.58932  -1.14431  -1.47008  0.60
C  0.44317  0.71202  0.98634  0.29
N  -0.99891  -2.09039  -2.21264  -0.68
N  -0.12065  1.59716  0.24899  -0.33
O  -1.91066  0.32321  1.56753  -0.66
H  -2.17663  -1.19008  -0.18874  0.23
H  -1.89807  -2.47731  -1.92698  0.19
H  -0.01003  2.60020  0.43867  0.23
H  1.43683  -0.63275  -0.98087  0.23
H  0.60804  0.56473  -1.96597  0.28
H  1.12170  -0.99025  -2.68580  0.32
H  2.06791  0.13830  2.21970  0.30
H  0.66792  0.75602  3.07186  0.32
H  1.74218  1.89964  2.20759  0.32

=====

The structure with the most favorable energy is *Q*; the runner-up is 27.4 kcal/mol above it.

=====

*P*
Entry from the Open Molecules 2025 dataset: the ion C3H4NO with charge +1 (ωB97M-V/def2-TZVPD).

Output
- SMILES: C=[NH+]C=C=O
- LUMO level (spin up / spin down): -6.3712 / -6.3718 eV
- 2S+1: 1
- Total charge: +1

Each line ends with the Mulliken charge.
Geometry (Å):
C  -0.46283  -0.93003  -0.03726  -0.32
N  -0.78880  0.31313  0.33987  0.03
C  0.23711  1.11652  -0.10368  -0.43
C  1.27970  0.21793  -0.04532  0.62
O  2.21090  -0.40911  0.22946  -0.22
H  0.01051  -1.00684  -0.91122  0.35
H  -0.98631  -1.86119  0.39196  0.32
H  -1.68636  0.51780  0.81789  0.32
H  0.18608  2.04178  -0.68170  0.34

=====

*Q*
Entry from the Open Molecules 2025 dataset: a cluster of 2 separate species, C3H4NO in total (ωB97M-V/def2-TZVPD).

Output
- LUMO level: -4.6866 eV
- 2S+1: 1
- Total charge: +1

Each line ends with the Mulliken charge.
Geometry (Å):
C  2.10547  -0.52589  0.08789  -0.32
C  1.50829  0.54493  0.10578  -0.43
C  -2.36292  0.57001  0.13613  -0.08
N  -1.48493  -0.08443  -0.22728  0.38
O  -0.60908  -0.90552  -0.23881  -0.42
H  2.75296  -1.36305  0.12863  0.45
H  0.45623  -0.47643  0.11711  0.53
H  1.02063  1.37355  -0.08605  0.51
H  -3.38664  0.86683  -0.02340  0.38

=====

*R*
Entry from the Open Molecules 2025 dataset: the ion C3H4NO with charge +1 (ωB97M-V/def2-TZVPD).

Output
- SMILES: C#[N+]CC=O
- LUMO level: -5.6741 eV
- 2S+1: 1
- Total charge: +1

Each line ends with the Mulliken charge.
Geometry (Å):
C  1.54881  0.24601  -0.70512  0.25
N  0.53382  -0.34088  -0.95155  -0.14
C  -0.72760  -0.41780  -0.33153  -0.46
C  -0.52037  0.29324  1.03974  0.29
O  0.56956  0.73929  1.21820  -0.38
H  2.49104  0.53795  -0.90326  0.44
H  -0.92463  -1.42394  -0.15649  0.31
H  -1.57435  0.07314  -1.06075  0.34
H  -1.39629  0.29300  1.85076  0.34

=====

*S*
Entry from the Open Molecules 2025 dataset: a cluster of 2 separate species, C3H4NO in total (ωB97M-V/def2-TZVPD).

Output
- LUMO level (spin up / spin down): -5.1960 / -5.1964 eV
- 2S+1: 1
- Total charge: +1

Each line ends with the Mulliken charge.
Geometry (Å):
C  -0.23649  1.57095  0.04708  0.10
C  -1.13049  -1.01692  -0.04500  0.23
C  1.12870  -0.36578  0.00382  -0.65
N  0.68947  0.84723  0.02779  0.05
O  -1.67000  0.00016  0.02524  -0.22
H  -0.55645  2.58550  0.02527  0.40
H  -1.25585  -2.07511  0.08163  0.39
H  1.68665  -0.77670  0.82150  0.33
H  1.34448  -0.76934  -0.98734  0.38

=====

The structure with the most favorable energy is *R*; the runner-up is 17.0 kcal/mol above it.